Arrangement i

Here is C5H3N as an isolated structure from the Open Molecules 2025 dataset. Energies are from ωB97M-V with the def2-TZVPD basis set.

multiplicity: 1
HOMO level (alpha / beta): -8.96 / -8.54 eV
Kohn-Sham gap (alpha / beta): 8.38 / 8.02 eV
net charge: 0

```
9
C5H3N (ωB97M-V with the def2-TZVPD basis set)
C -0.812 -0.508 0.969
C 0.252 -1.000 0.293
C -0.854 1.473 0.259
C -1.375 0.666 1.242
C 0.471 0.140 -0.290
N 0.195 1.400 -0.513
H -2.385 0.735 1.721
H 2.337 -1.268 -1.532
H 2.171 -1.638 -2.148
```

Arrangement ii

Here is a 2-piece molecular cluster, C5H3N overall from the Open Molecules 2025 dataset. Energies are from ωB97M-V with the def2-TZVPD basis set.

multiplicity: 1
HOMO level: -9.72 eV
Kohn-Sham gap: 9.31 eV
net charge: 0

```
9
C5H3N (ωB97M-V with the def2-TZVPD basis set)
C -0.890 0.877 0.488
C 1.163 -0.574 1.390
C 0.679 -1.457 -2.513
C -0.030 0.032 0.664
C 0.744 -1.269 0.391
N 1.695 -1.946 -2.667
H -1.664 1.562 0.315
H 1.680 -0.203 2.242
H -0.278 -1.018 -2.400
```

Q: Which of them is the most stable? A: arrangement ii.

Arrangement i

Here is C5H3N as an isolated structure from the Open Molecules 2025 dataset. Energies are from ωB97M-V with the def2-TZVPD basis set.

multiplicity: 1
HOMO level: -8.73 eV
Kohn-Sham gap: 8.97 eV
net charge: 0

```
9
C5H3N (ωB97M-V with the def2-TZVPD basis set)
C 0.655 -1.259 -0.389
C -0.947 0.577 -0.936
C 0.906 -0.066 -1.104
C -0.747 -1.525 0.091
C 0.004 0.081 0.191
N -1.518 -0.432 -0.294
H 1.330 -1.906 -0.005
H -1.407 1.559 -0.994
H 0.137 0.481 1.064
```

Arrangement ii

Here is one molecule with the formula C5H3N from the Open Molecules 2025 dataset. Energies are from ωB97M-V with the def2-TZVPD basis set.

multiplicity: 1
HOMO level (alpha / beta): -8.70 / -8.69 eV
Kohn-Sham gap (alpha / beta): 6.88 / 6.88 eV
net charge: 0

```
9
C5H3N (ωB97M-V with the def2-TZVPD basis set)
C 0.705 0.642 -0.095
C 2.014 0.514 -0.199
C -1.086 -0.947 -0.200
C 0.320 -0.961 -0.031
C -0.631 1.151 0.114
N -1.640 0.304 -0.115
H 0.796 -1.671 -0.783
H 0.427 -1.139 1.060
H -0.904 2.109 0.248
```

Arrangement iii

Here is a 2-piece molecular cluster, C5H3N overall from the Open Molecules 2025 dataset. Energies are from ωB97M-V with the def2-TZVPD basis set.

multiplicity: 1
HOMO level: -9.81 eV
Kohn-Sham gap: 9.00 eV
net charge: 0

```
9
C5H3N (ωB97M-V with the def2-TZVPD basis set)
C -3.395 -0.154 0.082
C -0.072 -0.858 0.090
C -0.209 0.382 -0.787
C -0.220 0.464 0.738
C -1.330 -0.066 0.038
N -4.524 0.032 0.107
H 0.342 -1.843 0.162
H 0.220 0.944 -1.565
H 0.147 1.080 1.484
```

Arrangement iv

Here is one molecule with the formula C5H3N from the Open Molecules 2025 dataset. Energies are from ωB97M-V with the def2-TZVPD basis set.

multiplicity: 1
HOMO level: -9.07 eV
Kohn-Sham gap: 8.45 eV
net charge: 0

```
9
C5H3N (ωB97M-V with the def2-TZVPD basis set)
C -1.966 0.165 -0.038
C -3.161 -0.010 0.154
C -4.506 0.520 -0.431
C 0.470 -0.374 0.148
C -0.625 0.465 0.048
N -4.415 -0.539 0.255
H 1.420 -0.003 0.021
H 0.540 -1.371 0.648
H -0.516 1.554 -0.061
```

Q: Which of them is the most stable? A: arrangement iv.

Arrangement i

Here is one molecule with the formula C6H10 from the Open Molecules 2025 dataset. Energies are from ωB97M-V with the def2-TZVPD basis set.

multiplicity: 1
HOMO level: -8.11 eV
Kohn-Sham gap: 9.12 eV
net charge: 0

```
16
C6H10 (ωB97M-V with the def2-TZVPD basis set)
C 1.803 -0.222 0.278
C 0.425 0.153 -0.228
C -0.474 1.791 0.107
C -0.741 0.487 0.751
C -1.698 -0.451 -0.016
C -0.529 -0.821 -0.972
H 2.165 0.522 1.000
H 2.532 -0.281 -0.542
H 1.775 -1.199 0.780
H 0.328 2.258 0.723
H 0.444 1.131 -0.889
H -0.554 0.330 1.817
H -2.074 -1.300 0.568
H -2.538 0.074 -0.486
H -0.676 -0.617 -2.039
H -0.189 -1.857 -0.851
```

Arrangement ii

Here is one molecule with the formula C6H10 from the Open Molecules 2025 dataset. Energies are from ωB97M-V with the def2-TZVPD basis set.

multiplicity: 1
HOMO level: -9.11 eV
structure (SMILES): CCC#CCC
Kohn-Sham gap: 9.88 eV
net charge: 0

```
16
C6H10 (ωB97M-V with the def2-TZVPD basis set)
C 2.512 0.303 0.118
C 1.689 -0.928 -0.009
C 0.508 -0.735 0.756
C -0.632 -0.657 0.403
C -1.986 -0.285 0.339
C -2.212 0.952 -0.495
H 2.076 1.293 -0.072
H 2.902 0.367 1.131
H 3.345 0.156 -0.548
H 1.327 -1.114 -1.063
H 2.114 -1.897 0.230
H -2.281 -0.097 1.371
H -2.531 -1.144 -0.041
H -1.883 0.769 -1.520
H -3.274 1.195 -0.500
H -1.676 1.820 -0.100
```

Q: Which of them is the most stable? A: arrangement ii.